{"formula": "C17H24BrN4O2V", "method": "ωB97M-V/def2-TZVPD", "species": ["V", "N", "C", "C", "N", "H", "H", "H", "H", "H", "H", "H", "H", "Br", "C", "C", "C", "C", "C", "N", "C", "O", "O", "H", "H", "H", "C", "N", "C", "C", "C", "C", "C", "C", "C", "C", "H", "H", "H", "H", "H", "H", "H", "H", "H", "H", "H", "H", "H"], "coordinates": [[-0.601414, 0.033666, -1.147944], [-2.072647, 1.455173, -0.417874], [-2.499824, 2.335103, -1.526407], [-2.702539, 1.496814, -2.771964], [-1.442506, 0.775394, -3.077001], [-2.872169, 0.967438, -0.014698], [-1.669051, 2.010548, 0.330193], [-1.705171, 3.064799, -1.695116], [-3.414104, 2.880927, -1.286131], [-3.028859, 2.122483, -3.604229], [-3.477755, 0.748738, -2.592239], [-0.775660, 1.413304, -3.500545], [-1.618539, 0.058260, -3.773656], [-5.315574, -0.196063, 0.712166], [-4.085203, -1.389446, 1.544214], [-4.534107, -2.214670, 2.566456], [-3.602998, -3.051272, 3.153548], [-2.287342, -3.026961, 2.708408], [-1.966421, -2.172846, 1.671128], [-2.856323, -1.358200, 1.089711], [-0.558530, -2.098707, 1.131383], [0.381560, -2.477283, 1.834477], [-0.435059, -1.618478, -0.050069], [-5.566001, -2.196287, 2.883273], [-3.902171, -3.714393, 3.954002], [-1.519302, -3.648116, 3.145249], [3.789476, -1.264159, 1.800312], [2.582324, -1.136519, 0.950612], [2.879072, -1.555442, -0.442685], [1.938415, 0.249841, 1.084191], [2.157465, 1.171961, -0.079818], [3.319265, 1.945552, -0.065540], [3.600373, 2.816227, -1.103332], [2.695293, 2.917694, -2.149588], [1.536730, 2.152474, -2.139750], [1.206697, 1.244010, -1.119918], [4.165833, -2.281771, 1.733839], [3.524970, -1.038854, 2.830185], [4.546637, -0.565852, 1.447699], [1.846727, -1.794744, 1.311611], [3.570634, -0.851418, -0.898033], [1.953886, -1.578138, -1.008243], [3.313248, -2.551691, -0.404119], [2.356102, 0.673766, 1.996470], [0.881003, 0.060109, 1.260637], [4.005074, 1.879104, 0.773696], [4.500675, 3.415621, -1.089182], [2.888356, 3.599045, -2.968860], [0.869456, 2.293260, -2.986519]], "forces_ev_per_a": [[-0.1, 0.0, 0.0], [0.0, 0.0, 0.0], [0.0, 0.0, 0.0], [0.0, 0.0, 0.0], [0.0, 0.1, 0.0], [0.0, 0.0, 0.0], [0.0, 0.0, 0.0], [0.0, 0.0, 0.0], [0.0, 0.0, 0.0], [0.0, 0.0, 0.0], [0.0, 0.0, 0.0], [0.0, 0.0, 0.0], [0.0, 0.0, 0.0], [0.0, 0.0, 0.0], [0.0, 0.0, 0.0], [0.0, 0.0, 0.0], [0.0, 0.0, 0.0], [0.0, 0.0, 0.0], [0.0, 0.1, -0.1], [0.0, 0.0, 0.0], [0.0, 0.0, -0.1], [-0.1, 0.0, 0.0], [0.2, -0.1, 0.2], [0.0, 0.0, 0.0], [0.0, 0.0, 0.0], [0.0, 0.0, 0.0], [0.0, 0.0, 0.0], [-0.1, 0.0, 0.0], [0.0, 0.0, 0.0], [0.1, -0.1, 0.1], [0.0, 0.0, 0.0], [0.0, 0.0, 0.0], [0.0, 0.0, -0.1], [0.1, 0.0, 0.0], [0.0, 0.0, 0.0], [-0.1, -0.1, -0.1], [0.0, 0.0, 0.0], [0.0, 0.0, 0.0], [0.0, 0.0, 0.0], [0.0, 0.0, 0.0], [0.0, 0.0, 0.0], [0.0, 0.0, 0.0], [0.0, 0.0, 0.0], [0.0, 0.0, 0.0], [0.1, 0.0, -0.1], [0.0, 0.0, 0.0], [0.0, 0.0, 0.0], [0.0, 0.0, 0.0], [0.0, 0.0, 0.0]], "s2": 3.761, "lumo_energy_ha": [-0.090, -0.091], "energy_ha": -4549.5611, "relative_energy_kcal_mol": 6.0, "multiplicity": 4, "charge": 1}

=====

{"formula": "C17H24Cl2O5SSn", "method": "ωB97M-V/def2-TZVPD", "species": ["C", "C", "C", "C", "C", "C", "C", "C", "C", "C", "Sn", "Cl", "Cl", "O", "H", "H", "H", "H", "H", "H", "H", "H", "H", "H", "H", "H", "H", "H", "H", "H", "O", "H", "C", "C", "C", "C", "C", "C", "C", "S", "O", "O", "O", "H", "H", "H", "H", "H", "H", "H"], "coordinates": [[3.709428, 0.551706, -0.658022], [3.648824, 0.805290, 0.746550], [2.878545, 1.988710, 0.947788], [4.287484, 0.005960, 1.806930], [2.525441, 2.510272, -0.334337], [3.020187, 1.613440, -1.332378], [2.867950, 1.771001, -2.793653], [4.439521, -0.565262, -1.289955], [2.439219, 2.524488, 2.251337], [1.754148, 3.747420, -0.547817], [0.476243, -0.441432, -0.861267], [1.287985, -1.370897, 1.197120], [0.717209, -1.997681, -2.584189], [-0.065311, 1.415883, -1.149755], [4.366360, -1.044811, 1.511882], [3.702683, 0.056507, 2.731585], [5.301806, 0.370926, 2.030907], [2.040637, 1.716890, 2.886047], [1.645216, 3.269233, 2.108945], [3.264917, 3.010791, 2.794115], [1.002516, 3.869413, 0.244677], [1.238111, 3.726678, -1.515002], [2.423036, 4.624503, -0.520323], [1.948784, 2.330034, -3.022626], [2.826879, 0.809612, -3.328026], [3.721551, 2.348060, -3.188005], [4.212009, -1.521304, -0.792001], [5.530606, -0.404122, -1.220701], [4.177458, -0.652314, -2.352771], [-1.005619, 1.503168, -0.869320], [1.103369, -0.510531, -5.066545], [0.313248, -0.387387, -5.639725], [-6.801882, -3.846406, 1.076770], [-5.644190, -2.902246, 1.059502], [-5.703280, -1.745625, 1.845624], [-4.649848, -0.837261, 1.823968], [-3.558556, -1.103991, 0.993002], [-3.459958, -2.282561, 0.258661], [-4.520636, -3.176938, 0.279661], [-2.226217, 0.038486, 0.856907], [-2.626756, 1.284044, 0.207525], [-1.520228, 0.126516, 2.103351], [-1.480975, -0.839023, -0.197826], [-6.994350, -4.230420, 2.080521], [-7.718344, -3.359040, 0.738169], [-6.607495, -4.692485, 0.421492], [-6.575852, -1.563559, 2.473997], [-4.654755, 0.064559, 2.428853], [-2.587606, -2.518780, -0.333469], [-4.469509, -4.089515, -0.308175]], "forces_ev_per_a": [[-0.8, 0.3, 1.6], [-0.5, 0.8, -1.4], [0.6, -0.4, -1.8], [0.2, -0.2, 0.3], [0.8, -1.4, 0.7], [-1.2, -0.1, 1.3], [0.1, 0.2, -0.6], [0.4, -0.3, -0.3], [-0.1, 0.2, 0.4], [-0.2, 0.5, -0.2], [1.6, 0.5, -0.1], [-0.2, 0.1, -0.5], [-0.2, 0.4, 0.8], [-0.8, -0.2, 0.2], [0.0, 0.0, 0.1], [0.1, -0.1, 0.1], [0.0, -0.1, 0.1], [0.1, 0.2, 0.0], [0.1, -0.1, 0.2], [-0.2, 0.0, 0.1], [0.0, 0.1, -0.3], [0.0, 0.1, 0.2], [-0.3, 0.1, -0.1], [0.3, -0.3, -0.1], [-0.2, 0.4, 0.0], [-0.1, 0.0, -0.2], [0.1, 0.1, -0.2], [-0.1, -0.2, -0.1], [0.1, -0.1, 0.2], [0.7, 0.0, -0.3], [-0.7, 0.1, -0.8], [0.7, -0.1, 0.5], [-0.3, -0.3, 0.0], [0.0, 0.1, 0.1], [0.4, 0.1, -0.1], [0.1, -0.3, -0.4], [-0.5, 0.0, 0.4], [-0.6, -0.4, 0.0], [-0.3, 0.4, 0.5], [1.4, -0.7, -2.1], [-0.3, -0.8, 0.9], [-0.5, 0.2, 0.0], [0.3, 1.4, 0.9], [0.0, 0.0, 0.0], [0.0, 0.0, 0.0], [-0.1, -0.1, 0.0], [0.2, 0.0, -0.1], [-0.1, -0.1, -0.1], [-0.2, 0.2, 0.1], [0.0, 0.1, 0.1]], "lumo_energy_ha": 0.139, "energy_ha": -2571.2609, "relative_energy_kcal_mol": 0.0, "charge": -2}